No. 1
The following is a quantum chemistry calculation of a structure of composition C13H52BCrF4O13, from OMol25.

Cartesian coordinates (Å):
Cr 6.907 6.219 24.642
B 6.985 8.242 21.896
F 6.810 7.382 22.963
F 8.327 8.361 21.623
F 6.320 7.777 20.760
F 6.523 9.471 22.283
C 3.812 6.156 25.173
O 4.995 6.901 24.920
H 4.031 5.463 25.975
H 3.526 5.747 24.202
H 3.039 6.716 25.552
H 4.651 7.745 24.645
C 7.085 12.004 20.044
O 6.924 12.136 21.455
H 7.898 12.743 19.931
H 6.108 12.232 19.551
H 7.346 10.936 19.826
H 6.670 11.261 21.739
C 5.292 8.887 18.082
O 6.074 7.968 17.371
H 4.826 8.510 19.008
H 4.475 9.173 17.407
H 5.819 9.817 18.339
H 6.898 8.021 17.835
C 10.199 10.817 20.176
O 10.973 11.933 20.446
H 10.714 9.844 20.472
H 9.929 10.735 19.147
H 9.365 10.818 20.870
H 10.565 12.760 20.067
C 3.842 4.798 21.699
O 4.387 6.133 21.984
H 2.974 4.831 21.061
H 3.552 4.305 22.624
H 4.533 4.044 21.372
H 4.692 6.485 21.181
C 2.901 9.160 23.924
O 4.268 9.312 24.090
H 2.599 8.483 23.069
H 2.358 10.043 23.673
H 2.398 8.834 24.790
H 4.591 9.894 23.415
C 3.907 10.253 20.822
O 2.489 10.321 20.704
H 4.263 9.243 21.055
H 4.293 10.617 21.776
H 4.510 10.666 19.993
H 2.165 9.681 20.060
C 9.495 10.746 23.697
O 9.774 11.567 24.829
H 8.670 11.162 23.166
H 9.265 9.713 23.896
H 10.298 10.676 22.969
H 9.971 12.414 24.414
C 8.384 4.705 20.693
O 7.118 5.027 21.185
H 8.864 3.853 21.140
H 8.989 5.602 20.730
H 8.303 4.545 19.654
H 6.744 5.800 20.761
C 7.394 8.985 25.751
O 8.012 7.798 25.436
H 7.009 9.445 24.856
H 8.068 9.762 26.097
H 6.665 8.849 26.501
H 8.970 8.017 25.534
C 9.381 7.741 18.421
O 8.257 8.483 18.757
H 9.238 6.768 18.847
H 10.290 8.165 18.867
H 9.586 7.662 17.337
H 8.179 8.394 19.715
C 9.227 4.442 24.279
O 8.754 5.682 23.998
H 9.882 4.360 25.192
H 9.795 4.052 23.464
H 8.390 3.705 24.463
H 9.401 6.166 23.429
C 11.682 7.231 21.868
O 10.340 6.989 22.312
H 11.767 8.145 21.309
H 11.952 6.363 21.300
H 12.287 7.141 22.746
H 9.712 7.529 21.832

## Properties
* frontier orbital gap (spin up / spin down): 7.1 / 7.3 eV
* charge: +1
* multiplicity: 5
* lowest unoccupied orbital energy (spin up / spin down): -4.5 / -4.3 eV
* <S²>: 6.006
* energy: -2973.16119 a.u.

Here are the Mulliken charges for atoms 1 to 2, given in e: atom 1 (Cr): 0.210, atom 2 (B): -0.611

---

No. 2
The following is a quantum chemistry calculation of a cluster of 13 separate species, C13H52N26O13 in total, from OMol25.

Cartesian coordinates (Å):
C 7.647 -2.413 -0.980
O 7.675 -1.947 0.151
N 8.766 -2.688 -1.580
N 6.638 -2.444 -1.741
H 8.775 -2.881 -2.572
H 9.571 -2.334 -1.085
H 6.833 -2.454 -2.732
H 5.836 -2.047 -1.274
C 2.912 -5.895 -4.823
O 3.374 -6.396 -3.818
N 2.503 -6.574 -5.850
N 2.674 -4.659 -4.983
H 2.594 -6.164 -6.769
H 2.413 -7.569 -5.704
H 2.243 -4.392 -5.856
H 2.543 -4.107 -4.147
C -7.559 2.987 0.819
O -8.335 2.712 1.724
N -6.586 2.277 0.287
N -7.606 4.182 0.409
H -5.890 2.657 -0.339
H -6.698 1.342 0.652
H -8.446 4.667 0.688
H -7.033 4.637 -0.287
C -0.023 4.698 7.764
O 0.597 4.667 8.792
N 0.048 3.892 6.780
N -0.983 5.534 7.697
H -0.471 4.271 6.001
H 0.689 3.113 6.821
H -1.662 5.574 6.951
H -0.802 6.342 8.276
C 0.737 -0.347 0.151
O 1.279 -0.914 -0.758
N -0.493 0.170 0.034
N 1.195 -0.193 1.316
H -0.807 0.069 -0.921
H -0.937 0.930 0.529
H 0.483 0.247 1.881
H 2.038 -0.665 1.610
C -5.145 0.162 5.735
O -4.598 -0.848 6.200
N -6.435 0.178 5.830
N -4.633 1.283 5.474
H -6.755 0.948 5.260
H -6.917 -0.680 6.057
H -5.190 2.086 5.219
H -3.630 1.307 5.364
C -1.107 5.767 1.509
O -1.166 4.638 1.957
N -0.252 6.181 0.620
N -2.063 6.629 1.359
H -0.227 7.178 0.460
H 0.546 5.563 0.581
H -2.734 6.523 2.105
H -1.841 7.534 0.968
C -4.002 3.549 -4.274
O -4.735 4.265 -3.652
N -2.716 3.448 -3.988
N -4.284 2.665 -5.189
H -2.129 2.987 -4.668
H -2.355 4.073 -3.281
H -5.280 2.661 -5.353
H -3.614 1.917 -5.082
C 4.896 -6.923 1.839
O 5.001 -7.475 2.909
N 3.925 -6.088 1.550
N 5.596 -7.205 0.759
H 3.744 -5.821 0.593
H 3.354 -5.908 2.363
H 6.110 -8.037 1.013
H 5.217 -7.033 -0.161
C -6.212 -2.389 -3.513
O -5.066 -1.819 -3.686
N -6.469 -3.647 -3.544
N -7.368 -1.743 -3.458
H -5.740 -4.338 -3.656
H -7.378 -4.085 -3.504
H -7.247 -0.817 -3.843
H -8.266 -2.200 -3.517
C 4.223 -0.606 6.692
O 3.085 -0.391 7.153
N 5.180 0.260 6.917
N 4.550 -1.427 5.743
H 5.109 0.898 7.697
H 6.077 0.096 6.482
H 3.826 -2.053 5.419
H 5.387 -1.520 5.186
C 5.985 3.841 -0.866
O 6.579 4.240 0.124
N 5.717 2.532 -0.992
N 5.701 4.523 -1.892
H 5.784 1.986 -0.144
H 5.379 2.180 -1.876
H 6.191 5.388 -2.069
H 5.398 4.069 -2.741
C -1.265 -3.430 -7.313
O -0.607 -3.714 -8.325
N -1.785 -2.244 -7.064
N -1.608 -4.327 -6.379
H -2.165 -1.868 -6.208
H -1.726 -1.524 -7.769
H -2.284 -4.007 -5.700
H -1.293 -5.273 -6.545

## Properties
* frontier orbital gap: 8.8 eV
* charge: 0
* relative energy (zero: lowest compared OMol25 entry of this formula, charge and spin): 13.624 eV
* lowest unoccupied orbital energy: -0.4 eV
* energy: -2928.47181 a.u.

Here are the Mulliken charges for atoms 1 to 2, given in e: atom 1 (C): 0.673, atom 2 (O): -0.683

---

No. 3
The following is a quantum chemistry calculation of a cluster of 16 separate species, C13H56BrCl2N4O17P2 in total, from OMol25.

Cartesian coordinates (Å):
C -0.543 1.552 -4.558
C 0.175 1.692 -3.214
C -0.807 2.019 -2.072
C -0.575 1.115 -0.848
C -0.826 1.876 0.459
C -1.299 -0.249 -1.035
N -0.369 -1.344 -0.658
C -0.531 -1.629 0.622
N 0.383 -2.263 1.371
P 1.978 -2.683 0.853
N 2.098 -2.960 -0.670
N -1.767 -1.271 1.070
P -2.275 -0.953 2.726
O -0.891 -0.255 3.279
Cl -1.942 -2.798 3.490
C -2.504 -0.737 -0.143
C -3.095 -1.983 -0.908
C -3.224 -3.230 -0.066
O -4.063 -3.489 0.705
Cl -1.899 -4.384 -0.349
C -3.577 0.299 0.198
Br -5.145 -0.494 1.027
C -4.011 1.221 -0.946
C -4.394 0.597 -2.282
H 0.150 1.574 -5.397
H -1.301 2.327 -4.676
H -1.080 0.598 -4.563
H 0.954 2.447 -3.268
H 0.665 0.728 -3.017
H -0.690 3.064 -1.783
H -1.814 1.867 -2.459
H 0.496 0.889 -0.880
H -0.007 2.577 0.623
H -0.911 1.225 1.326
H -1.728 2.483 0.395
H -1.509 -0.374 -2.097
H 0.575 -1.348 -1.026
H 0.105 -2.531 2.305
H 2.768 -1.664 1.374
H 2.180 -3.806 1.652
H 2.745 -2.335 -1.140
H -1.084 0.685 3.432
H -2.460 -2.224 -1.755
H -4.085 -1.760 -1.300
H -3.186 0.931 0.993
H -3.253 1.993 -1.069
H -4.895 1.741 -0.572
H -5.161 -0.168 -2.151
H -3.552 0.163 -2.824
H -4.827 1.367 -2.920
O 4.700 -0.666 1.691
H 5.504 -1.179 1.857
H 4.672 -0.025 2.421
O 5.067 1.884 -0.217
H 5.997 2.039 -0.017
H 4.900 0.986 0.094
O -2.617 -1.006 -5.265
H -2.329 -1.301 -6.135
H -3.504 -1.368 -5.170
O 1.626 4.577 -3.957
H 1.952 4.829 -4.826
H 2.421 4.261 -3.512
O -0.751 -2.357 6.845
H -0.724 -2.059 5.930
H 0.170 -2.499 7.088
O 6.407 -2.416 0.227
H 5.495 -2.338 -0.073
H 6.921 -2.290 -0.580
O 9.397 -3.617 -0.209
H 8.454 -3.578 -0.029
H 9.806 -3.721 0.655
O 4.733 4.927 0.567
H 4.826 4.647 1.482
H 4.721 4.106 0.062
O 3.895 2.582 -4.081
H 4.051 2.238 -3.193
H 3.926 1.805 -4.647
O 1.966 -0.278 3.843
H 1.002 -0.300 3.893
H 2.164 -0.095 2.921
O 4.243 1.297 4.670
H 3.468 0.758 4.878
H 4.064 2.139 5.103
O -6.579 -2.346 -2.385
H -6.469 -2.570 -1.455
H -6.640 -3.194 -2.838
O 1.045 1.957 5.805
H 1.002 1.301 5.108
H 0.766 1.473 6.592
O -1.734 0.512 6.558
H -2.532 1.048 6.520
H -2.001 -0.320 6.971
O -7.739 0.388 -3.596
H -7.127 -0.324 -3.381
H -8.608 -0.005 -3.471

## Properties
* frontier orbital gap: 9.8 eV
* charge: +1
* relative energy (zero: lowest compared OMol25 entry of this formula, charge and spin): 0.000 eV
* lowest unoccupied orbital energy: -3.0 eV
* energy: -6203.99338 a.u.

Here are the Mulliken charges for atoms 1 to 2, given in e: atom 1 (C): -1.515, atom 2 (C): 0.002

---

No. 4
The following is a quantum chemistry calculation of a structure of composition C13H6AuCl2N2O5, from OMol25.

Cartesian coordinates (Å):
Au 1.907 -0.649 -0.729
O -1.900 3.778 -1.102
C -0.789 3.015 -1.254
C 0.293 3.116 -0.381
C 1.352 2.248 -0.559
N 1.359 1.380 -1.550
C 0.341 1.252 -2.383
C -0.766 2.073 -2.286
C 0.470 0.047 -3.338
O -0.113 0.086 -4.410
O 1.178 -0.905 -2.900
C 2.535 2.120 0.420
O 2.857 3.110 1.062
O 3.057 0.973 0.473
H -1.839 4.279 -0.279
H 0.300 3.814 0.445
H -1.606 1.960 -2.953
Cl 2.038 -2.965 0.475
C 0.495 -2.823 1.252
C 0.028 -3.845 2.038
C -1.215 -3.736 2.656
C -1.988 -2.594 2.472
C -1.520 -1.571 1.689
Cl -2.459 -0.161 1.442
C -0.241 -1.611 1.022
N 0.131 -0.614 0.299
H 0.631 -4.730 2.167
H -1.580 -4.540 3.273
H -2.958 -2.507 2.938

## Properties
* frontier orbital gap (spin up / spin down): 7.5 / 5.7 eV
* charge: -1
* multiplicity: 3
* lowest unoccupied orbital energy (spin up / spin down): 2.5 / 0.9 eV
* <S²>: 2.061
* energy: -2040.78320 a.u.

Here are the natural (NBO) charges for atoms 1 to 2, given in e: atom 1 (Au): 1.170, atom 2 (O): -0.669